1.
A 2-piece molecular cluster, C3H8N2O overall in a non-equilibrium geometry. Source: the Open Molecules 2025 dataset; level of theory: ωB97M-V with the def2-TZVPD basis set.

CARTESIAN COORDINATES (ANGSTROEM)
H 1.481 0.629 0.130
H -2.035 0.081 -0.236
C 2.942 0.488 -1.710
H -1.880 -1.891 3.167
N -2.521 -1.296 2.646
H 1.383 1.686 -2.461
C -1.979 -1.033 1.523
H -3.360 0.239 0.915
O 0.947 1.096 -0.549
H 3.619 0.720 -2.521
N -2.424 -0.043 0.682
C 1.733 1.038 -1.672
H -1.127 -1.503 1.019
H 3.220 -0.210 -0.934

Max |F|, eV/A: 1.629
2S+1: 2
Energy relative to the best compared isomer or geometry (same formula, charge and spin), eV: 1.6756
Charge: -1
DFT total energy, Ha: -303.7700



2.
A 2-piece molecular cluster, C3H8N2O overall. Source: the Open Molecules 2025 dataset; level of theory: ωB97M-V with the def2-TZVPD basis set.

CARTESIAN COORDINATES (ANGSTROEM)
H -0.959 1.195 -1.783
C -0.870 0.974 -0.715
O -0.502 -1.689 -0.238
C 0.491 -0.963 0.020
H 2.482 -0.607 0.816
H -1.766 2.759 -0.412
N -1.087 2.157 0.069
C 1.662 -1.305 0.695
H -0.481 0.911 2.537
H 0.228 0.618 2.512
H -1.626 0.231 -0.396
H 0.960 1.046 0.125
N 0.417 0.397 -0.430
H 1.779 -2.323 1.038

Max |F|, eV/A: 0.825
2S+1: 2
Energy relative to the best compared isomer or geometry (same formula, charge and spin), eV: 1.7622
Charge: -1
DFT total energy, Ha: -303.7668



3.
A 2-piece molecular cluster, C3H8N2O overall in a non-equilibrium geometry. Source: the Open Molecules 2025 dataset; level of theory: ωB97M-V with the def2-TZVPD basis set.

CARTESIAN COORDINATES (ANGSTROEM)
H 2.652 2.212 1.468
H 0.723 0.666 -0.368
H 2.140 2.551 -0.325
N -0.196 -1.668 -0.943
H 0.110 -2.618 -0.767
C 2.115 1.946 0.569
O 1.146 -0.049 1.515
C -1.429 -1.540 -0.702
H -1.696 0.438 -1.207
C 1.302 0.906 0.518
N -2.037 -0.311 -0.629
H -2.998 -0.237 -0.353
H 0.279 0.095 1.854
H -2.111 -2.392 -0.630

Max |F|, eV/A: 1.425
2S+1: 1
Energy relative to the best compared isomer or geometry (same formula, charge and spin), eV: 2.3616
Charge: 0
DFT total energy, Ha: -303.8053



4.
One molecule with the formula C3H8N2O. Source: the Open Molecules 2025 dataset; level of theory: ωB97M-V with the def2-TZVPD basis set.

CARTESIAN COORDINATES (ANGSTROEM)
N 2.655 -0.477 -0.041
H 0.723 2.116 0.043
H 2.054 -1.287 0.008
H -3.352 0.505 -0.004
C -0.118 0.054 0.021
H -2.478 -0.795 -0.904
C -2.460 -0.135 -0.019
H 3.636 -0.623 -0.041
N 2.247 0.802 -0.023
C 1.001 1.068 -0.004
H -0.067 -0.532 0.957
H -0.036 -0.666 -0.820
O -1.349 0.734 -0.068
H -2.458 -0.763 0.892

Max |F|, eV/A: 0.413
2S+1: 1
Energy relative to the best compared isomer or geometry (same formula, charge and spin), eV: 2.8535
Charge: 0
DFT total energy, Ha: -303.7873



5.
A 2-piece molecular cluster, C3H8N2O overall in a non-equilibrium geometry. Source: the Open Molecules 2025 dataset; level of theory: ωB97M-V with the def2-TZVPD basis set.

CARTESIAN COORDINATES (ANGSTROEM)
H 1.928 -0.110 1.190
H -1.343 0.517 -1.443
C 0.888 1.718 1.455
N -1.764 -0.068 -0.738
N 2.008 0.798 -0.620
C 1.570 0.825 0.731
H 1.732 -0.080 -1.056
H -0.028 2.168 1.084
H 1.481 1.514 -1.120
H -0.038 -1.282 -0.906
C -1.069 -1.250 -0.534
H -2.734 -0.330 -0.892
O -1.517 -2.220 0.020
H 1.135 1.860 2.494

Max |F|, eV/A: 2.490
2S+1: 1
Energy relative to the best compared isomer or geometry (same formula, charge and spin), eV: 2.4546
Charge: 0
DFT total energy, Ha: -303.8019



6.
One molecule with the formula C3H8N2O in a non-equilibrium geometry. Source: the Open Molecules 2025 dataset; level of theory: ωB97M-V with the def2-TZVPD basis set.

CARTESIAN COORDINATES (ANGSTROEM)
H 1.117 2.045 0.301
C 0.789 0.110 -0.142
N 1.270 -0.902 -0.932
N 1.536 1.244 -0.146
H -1.479 1.226 1.642
C -0.781 0.186 0.225
C -1.549 -0.981 0.577
H 2.103 1.451 -0.962
H -1.141 -1.975 0.489
H -2.581 -0.921 0.885
H -1.236 -0.135 -0.793
O -1.084 1.426 0.781
H 2.275 -1.003 -1.023
H 0.761 -1.771 -0.905

Max |F|, eV/A: 4.145
2S+1: 1
Energy relative to the best compared isomer or geometry (same formula, charge and spin), eV: 5.3365
Charge: 0
DFT total energy, Ha: -303.6960